Entry 1:
The following is a DFT calculation (ωB97M-V/def2-TZVPD) of 6 unconnected molecules or ions with the total composition C23H44ClNO18S.

Structure (XYZ):
```
88
C23H44ClNO18S, DFT ωB97M-V/def2-TZVPD
O 3.97044 -2.02245 -0.33210
C 3.20292 -1.63900 -1.14596
Cl 2.73186 -2.65983 -2.49869
C 2.55666 -0.26771 -1.07692
O 1.28081 -0.40867 -0.45161
C 0.22420 -0.52440 -1.30231
O -0.08136 0.31680 -2.09334
N -0.49787 -1.71249 -1.06228
S -1.54928 -1.38884 0.28784
H 2.44312 0.17044 -2.06261
H 3.15531 0.35288 -0.42705
H -1.08467 -1.88555 -1.86952
H -0.91837 -2.07728 1.25570
C 8.38303 2.30100 -4.68642
C 7.31180 1.31758 -5.10421
O 6.23363 1.27476 -4.15460
C 5.34348 2.25911 -4.25989
O 5.34766 3.14223 -5.07509
O 4.43061 2.09042 -3.29958
C 3.42370 3.10825 -3.26217
H 8.72782 2.08029 -3.67579
H 9.23237 2.24339 -5.36673
H 8.00116 3.32100 -4.69809
H 7.70808 0.30450 -5.12582
H 6.92034 1.54901 -6.09368
H 2.96331 3.24094 -4.23789
H 3.84892 4.05011 -2.92018
H 2.67078 2.77276 -2.55379
C -2.73103 2.30882 -1.86573
C -3.89296 1.34186 -1.91760
O -4.79062 1.52407 -0.81072
C -5.64441 2.53574 -0.93597
O -5.74245 3.27549 -1.88109
O -6.38465 2.59179 0.17243
C -7.32832 3.66475 0.19709
H -2.22196 2.24180 -0.90400
H -2.01398 2.08830 -2.65474
H -3.07329 3.33579 -1.98311
H -3.53152 0.31806 -1.83403
H -4.43861 1.42697 -2.85664
H -7.95037 3.65647 -0.69481
H -6.81301 4.62023 0.28022
H -7.94514 3.50496 1.07626
C 2.86367 -1.19018 2.61870
C 2.73862 -2.69640 2.66888
O 2.01272 -3.13227 3.83367
C 0.68954 -3.06791 3.73518
O 0.06058 -2.72675 2.76386
O 0.16658 -3.46107 4.89448
C -1.26236 -3.40814 4.95114
H 3.30496 -0.80746 3.53994
H 3.49074 -0.89865 1.78073
H 1.88548 -0.72317 2.49899
H 3.72080 -3.15669 2.74978
H 2.25972 -3.09049 1.77380
H -1.70691 -3.94246 4.11417
H -1.60787 -2.37578 4.96008
H -1.55092 -3.89181 5.87929
C -5.03071 -9.05515 5.58417
C -5.02931 -8.88905 4.08012
O -4.17830 -7.80771 3.66775
C -2.87864 -8.09460 3.61782
O -2.37451 -9.15983 3.85831
O -2.22753 -6.99076 3.24912
C -0.80575 -7.13498 3.19027
H -5.28997 -8.11387 6.06981
H -5.75661 -9.81278 5.87869
H -4.04881 -9.36124 5.94272
H -6.02102 -8.61868 3.72316
H -4.72725 -9.80655 3.57726
H -0.52529 -7.98550 2.57391
H -0.39731 -7.24957 4.19312
H -0.42330 -6.21961 2.74681
C 1.39167 8.03107 0.21954
C 1.69418 6.77092 -0.56159
O 0.50087 6.02466 -0.84551
C -0.21556 6.46911 -1.87827
O 0.06483 7.39886 -2.58871
O -1.29404 5.69585 -1.99376
C -2.18583 6.08706 -3.04304
H 0.82618 7.79207 1.12065
H 2.31820 8.52711 0.50827
H 0.80052 8.72514 -0.37626
H 2.31538 6.09666 0.02506
H 2.21877 6.99347 -1.48998
H -1.65766 6.18938 -3.98802
H -2.67851 7.02379 -2.78882
H -2.92817 5.29955 -3.13010
```

* spin multiplicity: 1
* structure (SMILES): O=C(Cl)COC(=O)NS.CCOC(=O)OC.CCOC(=O)OC.CCOC(=O)OC.CCOC(=O)OC.CCOC(=O)OC
* gap between HOMO and LUMO: 0.359 Eh
* HOMO energy: -9.4 eV
* E_tot: -3170.289662 hartree
* LUMO energy: 0.32 eV

Entry 2:
The following is a DFT calculation (ωB97M-V/def2-TZVPD) of 2 unconnected molecules or ions with the total composition H4S2.

Structure (XYZ):
```
6
H4S2, DFT ωB97M-V/def2-TZVPD
S 1.56966 -1.04458 0.61660
H 1.51362 -0.04646 1.52084
H 0.31344 -1.46082 0.86793
S -1.57791 0.95887 -0.76685
H -1.13407 1.29045 0.46396
H -0.33289 0.99013 -1.27143
```

* spin multiplicity: 2
* charge: +1
* relative energy (zero: lowest compared OMol25 entry of this formula, charge and spin): 0.0 kJ/mol
* gap between HOMO and LUMO (alpha / beta): 0.463 / 0.159 Eh
* HOMO energy (alpha / beta): -16.5 / -14.5 eV
* E_tot: -798.386428 hartree
* LUMO energy (alpha / beta): -3.85 / -10.15 eV

Entry 3:
The following is a DFT calculation (ωB97M-V/def2-TZVPD) of a molecular structure, C24H42O21PS2Tl in a non-equilibrium geometry.

Structure (XYZ):
```
91
C24H42O21PS2Tl, DFT ωB97M-V/def2-TZVPD
Tl -0.43083 -3.79596 -1.56760
P -0.07072 -1.02798 0.04297
O -1.32405 -1.86867 0.40483
O -0.32691 -1.04115 -1.55487
O 1.04219 -2.16777 0.13102
O 0.20992 0.31623 0.79800
C 1.09800 -2.31782 3.72384
C 2.34959 -2.12087 2.84207
C 2.69771 -0.78238 2.35381
O 4.08392 -0.65239 2.35548
C 4.50918 -1.45401 3.29987
O 5.65935 -1.37669 3.74855
O 3.46337 -2.27374 3.67893
H 0.16131 -2.25646 3.16981
H 1.00019 -1.67719 4.60027
H 1.10889 -3.35614 4.05532
H 2.19966 -2.81534 2.01544
H 2.22670 -0.04741 3.00655
H 2.30119 -0.72002 1.34040
C 1.90895 -0.24863 -4.00152
C 1.88340 1.07835 -3.06165
C 2.43225 0.70157 -1.71242
O 3.28073 1.80129 -1.55012
C 3.34523 2.56990 -2.71768
O 4.07608 3.56021 -2.77246
O 2.58341 2.14181 -3.58898
H 1.32386 -0.01304 -4.89049
H 1.24452 -0.90790 -3.44296
H 2.80670 -0.82035 -4.23662
H 0.89461 1.50224 -2.88638
H 2.81478 -0.31180 -1.59057
H 1.69498 0.78291 -0.91373
C -3.70353 1.96880 -0.70150
C -2.26204 2.30556 -1.22775
C -1.77388 1.73667 -2.48607
O -1.29218 2.76625 -3.33689
C -1.73568 3.97899 -2.75461
O -1.57871 5.09934 -3.19543
O -2.41847 3.68767 -1.62104
H -3.59022 1.10023 -0.05278
H -4.37453 1.75384 -1.53315
H -4.06971 2.74750 -0.03244
H -1.47773 2.22414 -0.47520
H -2.54543 1.11866 -2.94529
H -0.97555 1.05143 -2.20113
C -4.42899 0.22020 2.65957
C -3.25956 -0.81766 2.82424
C -2.03329 -0.25411 3.40085
O -1.79352 -0.94115 4.61369
C -2.68319 -1.99395 4.73566
O -2.75263 -2.75061 5.71485
O -3.64280 -1.85154 3.76823
H -5.24950 -0.24057 2.10953
H -4.15753 1.17426 2.20768
H -4.76198 0.46029 3.66931
H -3.24705 -1.32907 1.86174
H -2.03156 0.83471 3.45170
H -1.26936 -0.61188 2.71055
C 0.46083 2.74619 2.76076
C 1.38351 3.84485 2.00752
C 1.18870 3.94401 0.51739
O 1.42638 5.29681 0.35595
C 1.01831 6.00776 1.43240
O 0.99272 7.26809 1.54835
O 0.74235 5.08228 2.42052
H 0.89259 1.74559 2.78269
H -0.51021 2.64765 2.27551
H 0.21898 2.99053 3.79513
H 2.44818 3.79594 2.23596
H 0.18795 3.88607 0.08933
H 1.89797 3.37254 -0.08133
C 4.85370 -4.54470 -3.82649
S 3.61703 -3.26698 -3.23415
O 2.25905 -3.87242 -3.02484
C 4.18324 -3.26123 -1.53256
H 5.87846 -4.18764 -3.72418
H 4.84962 -4.73246 -4.90019
H 4.83537 -5.48547 -3.27630
H 3.87387 -4.13962 -0.96614
H 3.58389 -2.45779 -1.10435
H 5.24073 -3.13218 -1.30199
C -4.62708 -1.23240 -3.18759
S -4.56099 -2.71543 -2.00458
O -3.17876 -3.30800 -2.03638
C -4.57254 -1.89736 -0.32759
H -4.53278 -1.51598 -4.23582
H -3.75990 -0.73099 -2.75782
H -5.50198 -0.63635 -2.92805
H -4.91771 -2.61287 0.41874
H -5.42584 -1.22026 -0.36639
H -3.58504 -1.51659 -0.06692
```

* spin multiplicity: 2
* charge: +1
* relative energy (zero: lowest compared OMol25 entry of this formula, charge and spin): 254.9 kJ/mol
* gap between HOMO and LUMO (alpha / beta): 0.169 / 0.092 Eh
* HOMO energy (alpha / beta): -11.9 / -11.9 eV
* E_tot: -3829.434881 hartree
* LUMO energy (alpha / beta): -7.36 / -9.44 eV

Entry 4:
The following is a DFT calculation (ωB97M-V/def2-TZVPD) of 4 unconnected molecules or ions with the total composition C4H11NO3 in a non-equilibrium geometry.

Structure (XYZ):
```
19
C4H11NO3, DFT ωB97M-V/def2-TZVPD
C -0.18923 0.85417 0.58287
C -0.61541 -0.52544 0.78469
C -2.03010 -0.46494 0.76027
N -2.43697 0.80732 0.49374
C -1.36702 1.65233 0.34678
H 0.75819 1.31560 0.29185
H 0.00304 -1.48889 0.61373
H -2.83402 -1.19360 1.00089
H -3.40917 1.01155 0.37913
H -1.56334 2.76896 0.31478
O 2.55469 -0.10617 -0.86689
H 3.43093 -0.35499 -1.20171
H 1.93634 -0.07329 -1.69096
O 2.26268 -1.19022 1.66150
H 1.92983 -0.48569 2.30618
H 2.39283 -0.72187 0.83856
O 0.03274 -0.46496 -2.35120
H -0.56231 -1.11727 -2.72484
H -0.29370 -0.22261 -1.53935
```

* spin multiplicity: 1
* structure (SMILES): c1cc[nH]c1.O.O.O
* relative energy (zero: lowest compared OMol25 entry of this formula, charge and spin): 192.5 kJ/mol
* gap between HOMO and LUMO: 0.337 Eh
* HOMO energy: -8.4 eV
* E_tot: -439.452599 hartree
* LUMO energy: 0.72 eV

- The highest E_tot belongs to which entry?
  C4H11NO3

- What is the E_tot in the second record?
  -798.386428 hartree